{
  "formula": "C16H32NOPPdSi",
  "method": "ωB97M-V/def2-TZVPD",
  "spin_multiplicity": 5,
  "homo_energy_ev": [-13.00, -14.12],
  "charge": 2,
  "max_force_ha_per_bohr": 0.047,
  "gap_ha": [0.2381, 0.1322],
  "energy_ev": -41274.661,
  "e_lumo_ev": [-6.5, -10.5],
  "e_above_lowest_kcal_mol": 7.3,
  "symbols": ["C", "C", "C", "C", "C", "C", "C", "C", "N", "Pd", "C", "P", "H", "H", "H", "H", "H", "H", "H", "H", "C", "C", "H", "C", "C", "H", "H", "H", "H", "H", "H", "H", "H", "H", "H", "H", "H", "H", "H", "C", "Si", "C", "C", "O", "H", "H", "H", "H", "H", "H", "H", "H", "H"],
  "xyz": [[0.7035, -2.8189, -3.9226], [1.5361, -1.8398, -3.3921], [1.2246, -1.1813, -2.1814], [0.0573, -1.6397, -1.5275], [-0.8660, -2.5146, -2.1401], [-0.5173, -3.1386, -3.3362], [2.2739, -0.2849, -1.5532], [2.4983, 1.2208, -2.0318], [1.3851, 2.0866, -2.3098], [-0.2334, -1.6946, 0.5366], [-2.2062, -2.7035, -1.4791], [-2.2334, -1.2795, -0.3184], [2.4859, -1.5959, -3.8769], [-1.2048, -3.8588, -3.7849], [1.0107, -3.3627, -4.8085], [-2.3839, -3.6372, -0.9114], [-3.0516, -2.5351, -2.1557], [2.1422, -0.2715, -0.4522], [3.2670, -0.7401, -1.7748], [3.0454, 1.7791, -1.2439], [-3.6316, -1.4264, 0.7916], [-2.5810, 0.1324, -1.4069], [3.1230, 1.2246, -2.9467], [0.4995, 1.8288, -3.4031], [0.9768, 3.0809, -1.3338], [-0.2963, -0.5021, 1.6448], [0.6516, 2.5216, -4.2482], [0.6798, 0.8262, -3.8056], [-0.5514, 1.9600, -3.0907], [1.3728, 4.0946, -1.5549], [-0.1306, 3.1826, -1.2960], [1.3837, 2.8073, -0.3433], [-3.5662, -0.0904, -1.8493], [-2.5947, 1.0171, -0.7526], [-1.8127, 0.2154, -2.1915], [-4.4446, -1.8554, 0.1920], [-3.3993, -2.0484, 1.6695], [-3.8756, -0.3987, 1.0975], [-0.0191, 0.5801, 1.9943], [0.6756, 2.6563, 4.9962], [0.5170, 1.0218, 4.0909], [2.1470, 0.1097, 4.0294], [-0.7293, -0.1146, 4.9225], [0.0552, 1.4211, 2.5639], [0.9302, 2.4575, 6.0468], [-0.2533, 3.2443, 4.9696], [1.4529, 3.3100, 4.5769], [2.5365, 0.1123, 5.0570], [1.9777, -0.9203, 3.6858], [2.8668, 0.5743, 3.3434], [-1.7514, 0.2572, 4.7423], [-0.6426, -1.1157, 4.4702], [-0.4997, -0.1541, 6.0024]]
}